Record 1
Here is a molecular structure, C36H66F8Mn2O40P2 at a distorted geometry from the OMol25 dataset. Energies are from ωB97M-V/def2-TZVPD.

Gap between HOMO and LUMO (spin up / spin down)   7.2 / 7.1 eV
⟨S²⟩   30.0116
HOMO (spin up / spin down)   -0.271 / -0.269 Eh

Geometry as ORCA input:
```
! RIJCOSX wB97M-V def2-TZVPD def2/J DEFGRID3
* xyz 0 11
Mn 15.448 11.841 20.683
Mn 18.448 10.364 19.717
P 16.969 9.351 22.267
O 17.293 12.252 19.703
O 15.969 10.410 21.963
O 17.355 8.796 23.524
O 17.736 8.881 20.994
P 15.080 14.567 17.912
F 15.034 13.768 19.478
F 15.190 13.192 17.122
F 13.456 14.493 17.930
F 15.146 15.359 16.520
F 14.967 15.934 18.786
F 16.648 14.598 18.000
C 16.073 12.722 11.552
O 15.156 12.824 12.647
C 14.562 14.036 12.804
O 14.701 14.971 12.092
O 13.775 13.858 13.877
C 13.127 15.007 14.307
H 16.569 11.776 11.693
H 16.822 13.522 11.593
H 15.622 12.606 10.607
H 12.632 15.380 13.405
H 13.752 15.722 14.781
H 12.327 14.647 14.925
C 12.369 18.805 18.516
O 11.553 18.523 19.629
C 10.573 19.294 20.129
O 9.815 18.893 20.965
O 10.564 20.531 19.660
C 9.415 21.274 20.028
H 12.469 19.887 18.375
H 11.872 18.438 17.647
H 13.328 18.278 18.633
H 9.648 21.877 20.925
H 8.495 20.727 20.211
H 9.216 21.958 19.224
C 20.264 11.047 22.921
O 19.896 12.317 22.348
C 19.962 12.463 21.017
O 20.281 11.547 20.295
O 19.740 13.703 20.613
C 19.851 13.728 19.154
H 21.176 11.238 23.478
H 20.464 10.350 22.137
H 19.503 10.672 23.598
H 20.809 13.663 18.779
H 19.544 14.774 18.991
H 19.016 13.162 18.794
C 16.271 13.564 23.302
O 15.033 14.367 23.272
C 14.105 13.913 22.497
O 14.105 12.804 21.968
O 12.976 14.637 22.393
C 12.734 15.922 23.108
H 16.823 13.806 22.376
H 16.153 12.499 23.388
H 16.834 13.960 24.183
H 13.681 16.411 23.474
H 12.219 15.757 24.028
H 12.274 16.548 22.332
C 17.149 17.184 20.674
O 15.970 17.961 21.073
C 15.812 19.167 20.547
O 16.628 19.815 19.939
O 14.598 19.634 20.908
C 14.311 20.989 20.525
H 18.091 17.573 21.035
H 17.182 17.197 19.588
H 16.882 16.138 20.992
H 13.342 21.018 19.982
H 15.087 21.428 19.889
H 14.277 21.582 21.420
C 12.561 18.022 12.393
O 13.955 18.036 12.734
C 14.228 19.088 13.553
O 13.442 19.755 14.093
O 15.561 19.386 13.606
C 15.911 20.488 14.400
H 12.131 18.973 12.142
H 12.036 17.592 13.299
H 12.475 17.340 11.545
H 15.275 21.361 14.121
H 16.943 20.565 14.128
H 15.874 20.318 15.446
C 8.889 16.956 17.844
O 8.963 18.434 17.656
C 9.249 18.851 16.437
O 9.651 18.149 15.522
O 9.032 20.156 16.329
C 9.521 20.724 15.063
H 8.839 16.614 16.828
H 8.036 16.641 18.461
H 9.829 16.602 18.268
H 8.835 20.426 14.260
H 10.605 20.372 15.020
H 9.450 21.802 15.140
C 7.629 9.218 21.804
O 7.461 10.516 21.099
C 8.665 11.006 20.694
O 9.713 10.453 20.850
O 8.500 12.179 20.176
C 9.687 12.808 19.619
H 8.213 9.344 22.721
H 8.275 8.556 21.179
H 6.641 8.809 21.935
H 9.782 12.414 18.638
H 10.619 12.446 20.110
H 9.626 13.902 19.662
C 11.581 8.649 19.571
O 12.689 9.575 19.810
C 13.633 9.633 19.012
O 14.580 10.385 19.266
O 13.570 8.945 17.867
C 14.811 8.704 17.140
H 10.790 9.299 19.300
H 11.343 8.119 20.531
H 11.712 7.891 18.832
H 15.290 9.529 16.624
H 14.531 7.930 16.445
H 15.603 8.221 17.797
C 21.192 10.208 17.609
O 20.364 11.189 16.948
C 19.093 10.916 16.980
O 18.654 9.960 17.661
O 18.250 11.583 16.284
C 18.738 12.700 15.501
H 20.603 9.327 17.711
H 21.522 10.526 18.651
H 22.074 9.946 16.974
H 18.441 12.613 14.482
H 19.827 12.707 15.605
H 18.324 13.630 15.865
C 17.917 17.735 15.031
C 18.117 17.572 13.533
O 18.931 16.477 13.434
C 19.454 16.109 14.633
O 20.346 15.206 14.686
O 18.819 16.810 15.592
F 18.604 18.687 12.906
H 16.906 17.553 15.298
H 18.154 18.767 15.350
H 17.237 17.319 13.027
C 12.596 11.271 15.706
C 11.904 11.226 14.392
O 10.492 11.333 14.756
C 10.400 10.906 16.059
O 9.305 10.706 16.588
O 11.611 10.579 16.586
F 11.894 9.952 13.829
H 12.715 12.267 16.062
H 13.484 10.687 15.704
H 12.178 11.873 13.562
*
```

Mulliken population analysis, charges in e, atoms 1 to 4: -0.054, 0.915, 0.407, 1.099

=====

Record 2
Here is 7 unconnected molecules or ions with the total composition C36H66FN2O9PS at a distorted geometry from the OMol25 dataset. Energies are from ωB97M-V/def2-TZVPD.

Gap between HOMO and LUMO   8.4 eV
SMILES   CCP(C)[C@@](C#N)([C@@H](C)F)[C@@](C#N)(CC=O)S(C)(=O)=O.C1CCOC1.C1CCOC1.C1CCOC1.C1CCOC1.C1CCOC1.C1CCOC1
HOMO   -0.322 Eh

Geometry as ORCA input:
```
! RIJCOSX wB97M-V def2-TZVPD def2/J DEFGRID3
* xyz 0 1
C -3.754 -1.610 2.821
C -2.297 -1.937 3.439
P -0.987 -1.319 2.166
C 0.400 -2.615 2.137
C -0.309 0.411 2.732
C -1.549 1.048 3.571
N -2.308 1.699 4.265
C 0.846 0.070 3.809
C 1.365 1.316 4.677
F 0.345 -0.921 4.778
C 0.170 1.336 1.501
C 1.790 1.456 1.378
N 2.989 1.521 1.550
C -0.324 0.827 0.037
C 0.703 -0.252 -0.635
O 1.615 0.069 -1.444
S -0.423 3.128 1.623
C 0.411 4.230 0.325
O -1.918 3.244 1.312
O -0.056 3.770 2.957
H -3.606 -1.172 1.758
H -4.348 -0.870 3.460
H -4.312 -2.608 2.720
H -2.150 -3.072 3.505
H -2.118 -1.508 4.491
H 1.465 -2.194 2.101
H 0.264 -3.214 1.149
H 0.231 -3.311 3.051
H 1.780 -0.433 3.343
H 2.378 1.686 4.259
H 0.601 2.149 4.848
H 1.617 0.893 5.732
H -0.264 1.748 -0.673
H -1.415 0.484 0.005
H 0.528 -1.367 -0.349
H 1.546 4.009 0.331
H -0.061 3.938 -0.697
H 0.179 5.350 0.506
C 3.556 -3.731 4.951
C 3.176 -3.415 6.380
C 1.667 -3.537 6.340
O 1.355 -4.519 5.338
C 2.542 -4.797 4.583
H 4.588 -4.067 4.834
H 3.410 -2.844 4.323
H 3.595 -4.173 7.051
H 3.515 -2.435 6.719
H 1.200 -2.594 6.040
H 1.246 -3.845 7.300
H 2.894 -5.794 4.867
H 2.306 -4.802 3.516
C -0.014 -6.084 10.717
C 0.224 -5.173 11.900
C 1.509 -4.472 11.505
O 1.515 -4.393 10.073
C 0.470 -5.232 9.561
H -1.053 -6.399 10.607
H 0.609 -6.980 10.807
H -0.590 -4.445 11.977
H 0.302 -5.700 12.852
H 2.388 -5.050 11.812
H 1.586 -3.468 11.928
H -0.327 -4.582 9.186
H 0.852 -5.830 8.730
C -2.304 3.782 -4.653
C -2.902 4.444 -3.435
C -2.008 3.931 -2.325
O -0.710 3.715 -2.900
C -0.824 3.800 -4.329
H -2.541 4.291 -5.590
H -2.658 2.748 -4.725
H -2.805 5.532 -3.519
H -3.956 4.207 -3.278
H -2.367 2.970 -1.940
H -1.928 4.632 -1.491
H -0.359 4.740 -4.646
H -0.284 2.970 -4.791
C 1.149 -0.783 -6.947
C 1.545 0.173 -8.048
C 0.276 0.977 -8.240
O -0.384 1.024 -6.966
C 0.249 0.081 -6.088
H 1.997 -1.194 -6.396
H 0.576 -1.617 -7.367
H 2.353 0.826 -7.700
H 1.877 -0.323 -8.962
H -0.401 0.490 -8.950
H 0.473 1.994 -8.588
H 0.828 0.647 -5.351
H -0.513 -0.499 -5.562
C 4.246 2.940 -4.140
C 2.947 3.664 -4.410
C 3.172 4.208 -5.806
O 4.044 3.286 -6.475
C 4.581 2.375 -5.506
H 4.170 2.172 -3.368
H 5.014 3.658 -3.833
H 2.118 2.947 -4.417
H 2.718 4.443 -3.680
H 3.672 5.182 -5.778
H 2.242 4.310 -6.371
H 4.103 1.402 -5.660
H 5.657 2.264 -5.662
C -5.090 -0.598 -6.797
C -3.965 0.351 -7.139
C -4.704 1.658 -7.342
O -5.852 1.623 -6.483
C -6.013 0.288 -5.984
H -4.766 -1.487 -6.254
H -5.595 -0.922 -7.714
H -3.280 0.437 -6.288
H -3.385 0.049 -8.014
H -5.060 1.758 -8.373
H -4.090 2.529 -7.099
H -5.730 0.290 -4.925
H -7.061 -0.011 -6.063
*
```

Mulliken population analysis, charges in e, atoms 1 to 4: -0.916, -0.454, -0.052, -1.216

=====

Record 3
Here is a molecular structure, C36H67AuBN12 at a distorted geometry from the OMol25 dataset. Energies are from ωB97M-V/def2-TZVPD.

Gap between HOMO and LUMO (spin up / spin down)   5.7 / 5.7 eV
Energy above the lowest of the compared OMol25 structures with the same formula, charge and spin   111.69 kJ/mol
HOMO (spin up / spin down)   -0.595 / -0.595 Eh

Geometry as ORCA input:
```
! RIJCOSX wB97M-V def2-TZVPD def2/J DEFGRID3
* xyz 3 1
Au 0.464 -0.055 -0.702
C 4.026 -2.559 -0.101
C 4.159 -1.053 -0.356
C 3.865 -0.656 -1.793
C 3.363 -0.270 0.657
C 3.890 0.184 1.843
C 2.958 0.979 2.471
C 3.373 1.667 3.765
C 4.364 2.806 3.470
C 2.332 2.116 4.766
N 1.818 0.980 1.712
N 2.109 0.221 0.587
B 0.599 1.981 1.618
N 0.769 2.659 0.212
N 0.725 1.876 -0.893
C 0.859 2.610 -2.029
C 1.019 3.915 -1.592
C 0.945 3.926 -0.204
C 0.976 5.149 0.666
C -0.377 5.374 1.348
C 2.129 5.175 1.667
C 0.879 2.149 -3.469
C -0.186 2.886 -4.292
C 0.782 0.641 -3.684
N -0.868 1.347 1.568
N -1.293 0.919 0.325
C -2.631 0.971 0.256
C -3.089 1.398 1.491
C -1.993 1.624 2.295
C -2.182 2.064 3.730
C -1.008 1.892 4.665
C -2.763 3.481 3.816
C -3.475 0.831 -0.996
C -4.503 1.968 -1.036
C -2.633 0.811 -2.259
H 4.521 -3.125 -0.893
H 2.980 -2.861 -0.040
H 4.489 -2.838 0.846
H 5.193 -0.776 -0.155
H 2.840 -0.896 -2.058
H 4.523 -1.194 -2.478
H 4.010 0.415 -1.952
H 4.894 -0.008 2.196
H 3.956 0.885 4.253
H 3.856 3.688 3.086
H 5.123 2.509 2.745
H 4.867 3.086 4.395
H 1.814 3.013 4.430
H 2.837 2.367 5.699
H 1.607 1.336 4.979
H 0.670 2.776 2.492
H 1.182 4.773 -2.226
H 1.132 5.968 -0.037
H -0.595 4.566 2.046
H -1.189 5.432 0.620
H -0.357 6.311 1.905
H 1.954 4.469 2.480
H 2.208 6.171 2.102
H 3.085 4.940 1.194
H 1.850 2.470 -3.853
H -1.190 2.538 -4.051
H -0.012 2.705 -5.354
H -0.149 3.962 -4.129
H -0.134 0.231 -3.231
H 1.664 0.128 -3.299
H 0.721 0.417 -4.750
H -4.116 1.554 1.780
H -2.970 1.394 4.080
H -0.307 2.714 4.563
H -0.486 0.952 4.487
H -1.360 1.895 5.697
H -2.038 4.230 3.499
H -3.029 3.694 4.852
H -3.659 3.595 3.205
H -4.057 -0.093 -0.948
H -4.017 2.934 -0.891
H -5.268 1.851 -0.267
H -5.009 1.979 -2.002
H -2.000 1.698 -2.295
H -3.266 0.804 -3.146
H -1.993 -0.078 -2.301
N -4.101 -4.564 0.528
C -3.867 -3.412 1.479
C -2.550 -2.731 1.130
N -2.444 -2.324 -0.274
C -2.735 -3.435 -1.177
C -4.079 -4.103 -0.910
H -4.986 -5.026 0.742
H -3.366 -5.262 0.666
H -3.869 -3.807 2.493
H -4.712 -2.735 1.360
H -1.712 -3.392 1.362
H -2.454 -1.850 1.766
H -3.060 -1.549 -0.461
H -1.948 -4.187 -1.054
H -2.713 -3.096 -2.212
H -4.251 -4.966 -1.549
H -4.906 -3.404 -1.028
C -0.339 -6.477 -2.491
C 0.850 -5.909 -3.258
C 0.406 -5.007 -4.407
C 1.847 -5.201 -2.341
N 1.261 -4.042 -1.621
C 1.165 -2.785 -1.999
N 0.586 -2.121 -1.019
N 0.342 -3.008 -0.017
N 0.745 -4.165 -0.380
H -1.021 -6.981 -3.178
H -0.901 -5.682 -1.989
H -0.029 -7.200 -1.735
H 1.419 -6.745 -3.671
H -0.184 -4.156 -4.045
H -0.225 -5.559 -5.102
H 1.258 -4.624 -4.975
H 2.691 -4.818 -2.911
H 2.218 -5.867 -1.567
H 1.489 -2.396 -2.952
*
```

Mulliken population analysis, charges in e, atoms 1 to 4: 0.711, -1.272, 0.196, -1.095